1.
139
Properties=species:S:1:pos:R:3 method="wB97M-V/def2-TZVPD" multiplicity=1 charge=+1 orbital_gap_ev=6.239
C -4.15642 0.56586 -2.53988
B -3.48566 -0.55279 -1.63563
O -4.05209 -1.84891 -1.67908
C -2.22947 -0.38808 -0.59897
C -3.03910 -0.85522 0.71559
N -2.05589 1.08860 -0.53149
C -2.81696 2.19611 -0.00549
O -3.55809 2.13495 0.91158
C -2.67685 3.69019 -0.58221
F -3.84549 4.34823 -0.30657
F -2.52660 3.74867 -1.94744
C -1.53855 4.47151 0.21699
F -2.17823 5.14611 1.23627
F -0.67265 3.60475 0.86148
C -0.79014 5.58189 -0.61986
F -1.70482 6.45380 -1.10140
F -0.02189 6.28833 0.30699
C 0.22166 5.06211 -1.70410
O 0.08247 5.46240 -2.82018
O 1.24342 4.17342 -1.43118
C -0.91788 1.36678 -1.10692
C -0.09760 0.09601 -1.57426
C 1.33372 0.56505 -0.96670
C 2.59812 -0.17399 -1.48000
C 3.84849 0.64926 -0.86505
S 4.94919 1.23498 -2.23448
C 0.12446 0.28060 -3.11766
C -1.10154 0.30470 -4.07123
C -1.77578 -0.84098 -4.64967
C -2.89393 -0.74013 -5.58834
C -3.37481 0.57199 -6.02088
C -2.70605 1.72126 -5.42067
C -1.60646 1.62688 -4.49057
C -0.85053 -1.15085 -0.92777
C -0.93567 -2.52676 -1.68736
C 0.35468 -2.88408 -2.56358
C 0.49611 -4.46727 -2.65373
C 2.00442 -4.88020 -2.97673
N 2.10339 -5.46389 -4.33698
C 3.38157 -6.06216 -4.56863
C 3.62839 -6.66514 -6.01130
O 4.25395 -6.14360 -3.73733
C -0.40784 -1.61590 0.54932
C 1.04791 -2.18492 0.67920
O 1.38008 -3.26203 0.32009
Cl 2.38701 -1.27142 1.54960
H -5.16248 0.80384 -2.07437
H -3.60527 1.53579 -2.57525
H -4.37496 0.25883 -3.58953
H -4.33491 -1.94023 -2.60927
H -3.10417 -1.97245 0.67506
H -2.56763 -0.50391 1.66195
H -4.10041 -0.48701 0.64408
H 1.30426 3.63683 -2.24898
H -0.49644 2.38211 -1.25904
H 1.20927 0.60484 0.14163
H 1.45243 1.63757 -1.29786
H 2.76380 -0.16668 -2.58036
H 2.74358 -1.22103 -1.12638
H 3.44623 1.58390 -0.39985
H 4.40753 0.03866 -0.12799
H 5.12820 0.18390 -3.10547
H 0.84391 -0.45619 -3.56579
H 0.63923 1.27597 -3.25857
H -1.44931 -1.87064 -4.39881
H -3.37857 -1.66822 -5.97758
H -4.19682 0.66676 -6.75587
H -3.07133 2.72577 -5.72380
H -1.11197 2.53702 -4.08123
H -1.04248 -3.40919 -1.00156
H -1.77500 -2.62768 -2.41694
H 1.30424 -2.52884 -2.10229
H 0.29800 -2.48033 -3.60265
H -0.19562 -4.92005 -3.40546
H 0.27635 -4.93719 -1.65774
H 2.72077 -4.03443 -2.79305
H 2.30275 -5.68299 -2.24984
H 1.92097 -4.71126 -5.01141
H 2.92052 -6.12895 -6.69335
H 3.39197 -7.75800 -5.92895
H 4.69790 -6.46910 -6.24575
H -0.43155 -0.76195 1.27835
H -1.02070 -2.48115 0.91088
C 5.86445 0.43501 6.07842
C 6.58867 1.54820 5.67108
C 6.47141 2.01520 4.37026
C 5.62225 1.36158 3.48814
C 4.89986 0.24416 3.88379
C 5.02420 -0.21910 5.18497
N 5.47740 1.86828 2.12015
O 6.13724 2.83639 1.80139
O 4.69367 1.29133 1.37256
H 5.95429 0.07566 7.09742
H 7.24320 2.05426 6.36981
H 7.03950 2.88322 4.06259
H 4.24117 -0.26960 3.19704
H 4.46315 -1.08913 5.50558
C 0.95717 -2.31572 8.04351
C 1.63969 -1.21798 7.53237
C 1.42364 -0.81393 6.22334
C 0.51792 -1.51506 5.43735
C -0.16321 -2.61730 5.93655
C 0.06047 -3.01682 7.24588
N 0.27008 -1.07510 4.06330
O 0.90020 -0.11809 3.65588
O -0.55714 -1.69239 3.40557
H 1.12410 -2.62565 9.06871
H 2.33860 -0.67524 8.15710
H 1.96000 0.04270 5.83407
H -0.86563 -3.16773 5.32422
H -0.46687 -3.87324 7.64750
C -9.37827 -4.32772 0.40889
C -8.02748 -4.65470 0.41098
C -7.21687 -4.26421 -0.64480
C -7.76999 -3.54303 -1.69448
C -9.11955 -3.21796 -1.70931
C -9.92447 -3.61427 -0.65132
N -6.91224 -3.10763 -2.79883
O -5.73306 -3.42644 -2.76321
O -7.41852 -2.44848 -3.68794
H -10.00812 -4.62954 1.23789
H -7.60618 -5.21223 1.23852
H -6.16602 -4.52333 -0.63467
H -9.55331 -2.66006 -2.52913
H -10.97816 -3.36415 -0.65037
C 3.37799 8.31549 2.10820
C 4.58934 8.07767 2.74636
C 4.79403 6.88574 3.42753
C 3.77975 5.93860 3.45899
C 2.56337 6.17069 2.83196
C 2.36488 7.36552 2.15471
N 4.00153 4.66586 4.15557
O 5.07334 4.50155 4.71054
O 3.10191 3.84224 4.13493
H 3.22340 9.24455 1.57138
H 5.37626 8.82091 2.70943
H 5.74114 6.70950 3.92059
H 1.76926 5.43545 2.85947
H 1.42225 7.55566 1.65886

=====

2.
40
Properties=species:S:1:pos:R:3 method="wB97M-V/def2-TZVPD" de_lowest_ev=0.0000 multiplicity=1 charge=-2 orbital_gap_ev=3.649
Cs -1.18302 -3.98650 1.52198
Cl 2.35430 -2.25390 1.03425
C 2.92993 -0.61457 0.92000
C 4.29608 -0.42955 0.77943
C 4.80378 0.85544 0.67154
C 3.93469 1.93637 0.69763
C 2.57013 1.72937 0.82955
C 2.02750 0.44925 0.94811
P 0.23119 0.10744 1.19041
C -0.24165 -0.53977 -0.44252
C -1.48832 -1.16327 -0.51894
C -1.92186 -1.74269 -1.70208
C -1.10181 -1.70756 -2.82001
C 0.12926 -1.06513 -2.76306
C 0.56306 -0.47850 -1.58033
C -0.42524 1.82420 1.15407
C -0.41039 2.55332 2.34326
C -0.89581 3.85086 2.39194
C -1.42942 4.43246 1.24893
C -1.47138 3.70813 0.06619
C -0.97060 2.41412 0.01691
H 4.94544 -1.29390 0.75250
H 5.87018 1.00560 0.56203
H 4.31586 2.94574 0.60548
H 1.90489 2.58297 0.83496
H -2.14461 -1.23506 0.34518
H -2.86573 -2.28038 -1.73465
H -1.43493 -2.22615 -3.71086
H 0.77205 -1.03926 -3.63592
H 1.53494 0.00086 -1.54216
H -0.01592 2.09103 3.24223
H -0.87459 4.40214 3.32413
H -1.82509 5.44001 1.28491
H -1.90259 4.14848 -0.82428
H -1.01266 1.84939 -0.90643
S -3.64832 -4.42236 -3.09995
Sb -3.95868 -5.29314 -0.95896
S -4.14641 -3.43837 0.54740
S -1.99759 -6.47709 -0.32333
S -5.81667 -6.64004 -0.74952